i) One molecule with the formula C5H5NS. Source: OMol25; level of theory: wB97M-V/def2-TZVPD.

CARTESIAN COORDINATES (ANGSTROEM)
S: -2.235 -0.729 0.080
N: 3.888 -0.339 -0.397
C: 0.416 0.130 -0.134
C: -1.950 0.883 -0.547
C: 2.825 -0.066 -0.013
C: -0.864 0.480 0.384
C: 1.552 0.280 0.566
H: -0.886 0.969 1.349
H: 0.364 -0.423 -1.056
H: -1.772 0.910 -1.625
H: 1.629 0.703 1.548
H: -2.667 1.631 -0.262

Output
SMILES string	N#C/C=C/[C@H]1CS1
lowest unoccupied orbital energy	-0.04	eV
HOMO-LUMO gap	9.4	eV

ii) One molecule with the formula C5H5NS. Source: OMol25; level of theory: wB97M-V/def2-TZVPD.

CARTESIAN COORDINATES (ANGSTROEM)
S: -0.003 1.882 -2.036
N: -0.755 0.628 -1.079
C: -0.386 -0.797 -0.949
C: -0.278 -1.110 0.512
C: 0.230 -0.151 1.291
C: 0.086 1.481 -0.364
C: 0.546 1.213 0.866
H: 0.505 -1.259 -1.414
H: -0.499 -2.163 0.672
H: -1.220 -1.299 -1.361
H: 1.257 1.714 1.525
H: 0.517 -0.140 2.338

Output
SMILES string	C1=CCN2SC2=C1
lowest unoccupied orbital energy	0.19	eV
HOMO-LUMO gap	8.4	eV

iii) One molecule with the formula C5H5NS. Source: OMol25; level of theory: wB97M-V/def2-TZVPD.

CARTESIAN COORDINATES (ANGSTROEM)
S: 0.884 0.838 -1.772
N: 2.887 1.380 0.718
C: 0.925 0.280 0.002
C: 1.379 -0.609 -1.118
C: -1.438 -0.625 -0.276
C: 1.870 0.901 0.713
C: -0.414 -0.017 0.669
H: -0.203 -0.720 1.483
H: -0.807 0.902 1.114
H: -1.702 0.076 -1.067
H: -1.040 -1.528 -0.737
H: -2.342 -0.877 0.272

Output
lowest unoccupied orbital energy	-0.68	eV
HOMO-LUMO gap	8.8	eV

iv) C5H5NS as an isolated structure. Source: OMol25; level of theory: wB97M-V/def2-TZVPD.

CARTESIAN COORDINATES (ANGSTROEM)
S: -1.876 1.101 -0.100
N: -1.321 -1.562 0.200
C: -2.484 -1.042 -0.033
C: 1.632 0.166 -0.588
C: -3.247 0.011 -0.312
C: 0.627 0.209 0.595
C: -0.745 -0.101 0.318
H: 1.320 -0.708 -1.185
H: 2.590 0.026 -0.182
H: 0.610 1.229 0.947
H: 1.804 0.985 -1.216
H: 1.089 -0.314 1.556

Output
lowest unoccupied orbital energy	-0.80	eV
HOMO-LUMO gap	8.2	eV

The least stable of them is iv).

i) One molecule with the formula H3NOS2. Source: OMol25; level of theory: wB97M-V/def2-TZVPD.

CARTESIAN COORDINATES (ANGSTROEM)
S: -0.595 0.075 0.562
S: -1.479 1.747 0.319
O: -1.310 -1.158 0.366
N: 1.167 0.032 -0.715
H: 0.815 0.294 -1.627
H: 1.369 -0.965 -0.718
H: 0.032 -0.024 1.812

Output
SMILES string	N[S@H](=O)=S
lowest unoccupied orbital energy	-0.84	eV
HOMO-LUMO gap	9.0	eV

ii) One molecule with the formula H3NOS2. Source: OMol25; level of theory: wB97M-V/def2-TZVPD.

CARTESIAN COORDINATES (ANGSTROEM)
S: -0.005 -0.650 2.024
S: -0.457 0.337 0.352
O: -0.405 1.743 0.362
N: 0.479 -0.359 -0.895
H: -1.544 -0.021 -0.383
H: 0.676 -1.253 -0.353
H: 1.257 0.203 -1.107

Output
SMILES string	N[S@H](=O)=S
lowest unoccupied orbital energy	0.29	eV
HOMO-LUMO gap	10.0	eV

The least stable of them is i).

i) C6H9N3O as an isolated structure. Source: OMol25; level of theory: wB97M-V/def2-TZVPD.

CARTESIAN COORDINATES (ANGSTROEM)
O: -2.825 0.153 1.843
N: -2.525 1.768 0.357
N: 0.768 0.455 -0.819
N: 3.118 0.913 -0.881
C: -1.585 -0.402 -0.622
C: 0.619 -1.406 0.384
C: -0.119 -0.480 -0.322
C: 1.998 -1.035 0.282
C: 2.043 0.131 -0.462
C: -2.369 0.545 0.233
H: -1.734 -0.058 -1.658
H: 0.224 -2.315 0.835
H: 2.958 1.912 -0.806
H: 2.861 -1.579 0.661
H: -2.972 -0.801 1.751
H: -2.059 -1.390 -0.536
H: 0.511 1.236 -1.413
H: 3.986 0.669 -0.421
H: -2.899 1.685 1.591

Output
lowest unoccupied orbital energy	0.73	eV
HOMO-LUMO gap	8.3	eV

ii) C6H9N3O as an isolated structure. Source: OMol25; level of theory: wB97M-V/def2-TZVPD.

CARTESIAN COORDINATES (ANGSTROEM)
O: 3.235 -0.340 0.818
N: -0.186 0.321 -1.382
N: -1.327 -0.503 0.355
N: 1.017 -0.146 0.691
C: -2.291 -0.235 -0.640
C: 2.507 1.264 -0.854
C: -1.569 0.180 -1.645
C: -1.583 -1.017 1.644
C: -0.207 -0.094 -0.168
C: 2.281 0.272 0.250
H: -1.883 0.288 -2.733
H: -1.687 -0.379 2.310
H: -0.782 -1.945 1.870
H: 2.186 2.189 -0.382
H: -3.528 -0.529 -0.659
H: 0.588 0.094 1.682
H: 3.591 1.103 -0.837
H: 2.063 0.903 -1.904
H: -2.425 -1.427 1.582

Output
lowest unoccupied orbital energy	0.57	eV
HOMO-LUMO gap	9.3	eV

iii) One molecule with the formula C6H9N3O. Source: OMol25; level of theory: wB97M-V/def2-TZVPD.

CARTESIAN COORDINATES (ANGSTROEM)
O: 1.489 -0.852 -1.468
N: 1.573 -1.383 0.728
N: -1.949 1.099 0.103
N: -0.640 0.890 0.038
C: -4.170 -0.032 0.178
C: -1.766 -1.068 -0.127
C: -4.799 -1.406 -0.018
C: -2.681 -0.042 0.047
C: -0.509 -0.424 -0.125
C: 0.838 -1.003 -0.229
H: 2.536 -1.535 0.291
H: -1.970 -2.131 -0.207
H: -4.434 0.362 1.172
H: 0.879 -0.373 -2.053
H: -4.516 -1.833 -0.990
H: -4.479 -2.105 0.768
H: -5.893 -1.331 0.021
H: -4.582 0.682 -0.552
H: -2.303 2.042 0.207

Output
SMILES string	[H]/N=C(\O)c1cc(CC)[nH]n1
lowest unoccupied orbital energy	0.74	eV
HOMO-LUMO gap	10.2	eV

The least stable of them is ii).

i) One molecule with the formula C3H4ClNO2. Source: OMol25; level of theory: wB97M-V/def2-TZVPD.

CARTESIAN COORDINATES (ANGSTROEM)
Cl: -1.190 -0.288 -2.129
O: 0.472 -1.348 -0.349
O: 0.788 0.686 0.663
N: -1.456 1.384 0.915
C: -0.776 -0.801 -0.485
C: 1.413 -0.348 -0.064
C: -0.534 0.673 0.516
H: -1.207 2.202 1.463
H: 1.840 0.072 -0.989
H: -1.553 -1.446 -0.097
H: 2.204 -0.786 0.554

Output
SMILES string	[H]/N=C1\OCO[C@@H]1Cl
lowest unoccupied orbital energy	0.78	eV
HOMO-LUMO gap	10.9	eV

ii) One molecule with the formula C3H4ClNO2. Source: OMol25; level of theory: wB97M-V/def2-TZVPD.

CARTESIAN COORDINATES (ANGSTROEM)
Cl: 1.692 -1.834 1.140
O: -1.073 -0.395 0.593
O: -0.011 1.421 -0.376
N: -1.243 1.109 -1.115
C: -1.716 0.148 -0.445
C: 1.287 -0.537 -0.016
C: 0.197 0.370 0.519
H: 2.155 0.084 -0.161
H: 1.055 -0.925 -0.998
H: 0.404 0.797 1.460
H: -2.747 -0.238 -0.602

Output
SMILES string	ClC[C@@H]1OC=NO1
lowest unoccupied orbital energy	0.87	eV
HOMO-LUMO gap	10.6	eV

iii) A 2-piece molecular cluster, C3H4ClNO2 overall. Source: OMol25; level of theory: wB97M-V/def2-TZVPD.

CARTESIAN COORDINATES (ANGSTROEM)
Cl: -3.641 -0.713 -0.346
O: -2.513 2.338 0.547
O: -1.557 -1.713 0.754
N: -1.752 1.803 -0.179
C: -0.101 0.377 -1.526
C: -1.206 0.944 -0.731
C: -2.238 -0.756 0.671
H: 0.895 0.721 -1.037
H: -0.161 -0.699 -1.543
H: 0.013 0.788 -2.435
H: -2.379 0.173 1.274

Output
SMILES string	CC#[N+][O-].O=CCl
lowest unoccupied orbital energy	0.29	eV
HOMO-LUMO gap	10.3	eV

The least stable of them is iii).

i) A 2-piece molecular cluster, C13H19OP overall. Source: OMol25; level of theory: wB97M-V/def2-TZVPD.

CARTESIAN COORDINATES (ANGSTROEM)
P: 2.096 -0.455 -1.219
O: 0.034 2.405 -0.624
C: 2.115 -0.628 1.495
C: -0.969 3.883 -2.400
C: -3.198 -0.082 1.471
C: -1.425 -0.834 -0.538
C: -2.157 0.719 1.182
C: 3.940 -1.720 0.231
C: 1.538 -2.662 0.284
C: -3.266 -1.345 0.844
C: 2.468 -1.458 0.261
C: -2.385 -1.685 -0.170
C: -1.255 3.024 -1.117
C: -0.097 1.215 -0.097
C: -1.239 0.372 0.110
H: 2.368 -1.349 2.306
H: 4.250 -2.310 -0.684
H: -1.890 4.186 -2.944
H: 1.841 -3.220 -0.575
H: -1.588 3.759 -0.367
H: 4.259 -2.057 1.199
H: -2.033 1.721 1.672
H: -2.455 -2.682 -0.689
H: 0.562 -2.363 0.335
H: 1.724 -3.040 1.252
H: 1.102 -0.235 1.363
H: -0.319 4.778 -2.136
H: 4.322 -0.691 0.108
H: -1.885 2.221 -1.214
H: 2.646 0.319 1.801
H: -0.634 -1.029 -1.249
H: -4.035 -2.064 1.098
H: -3.929 0.114 2.208
H: -0.507 3.193 -3.200

Output
lowest unoccupied orbital energy (alpha / beta)	-0.51 / -0.40	eV
HOMO-LUMO gap (alpha / beta)	6.8 / 6.2	eV

ii) C13H19OP as an isolated structure. Source: OMol25; level of theory: wB97M-V/def2-TZVPD.

CARTESIAN COORDINATES (ANGSTROEM)
P: 1.232 -0.560 0.398
O: 2.340 -1.084 1.240
C: -1.660 0.546 -0.053
C: -0.487 -4.136 -0.533
C: 1.607 1.048 -0.453
C: -0.055 -1.864 -2.000
C: -0.803 1.119 2.383
C: -0.681 -2.846 -2.603
C: 1.415 2.458 1.638
C: 0.537 1.887 0.356
C: -0.077 3.070 -0.419
C: -0.951 -4.065 -1.888
C: 0.291 -3.111 0.010
C: -0.555 1.018 0.868
C: 0.463 -1.936 -0.687
H: 0.995 3.100 2.375
H: 1.643 0.969 -1.575
H: -2.234 1.402 -0.435
H: -2.317 -0.192 0.402
H: 0.034 1.140 3.043
H: 0.718 -3.351 0.961
H: -0.670 -4.968 0.042
H: -1.322 -4.965 -2.397
H: 1.784 1.621 2.083
H: 0.529 3.959 -0.707
H: -1.124 -2.678 -3.604
H: 0.014 -0.955 -2.608
H: -1.684 0.580 2.587
H: -0.476 2.554 -1.326
H: 2.277 3.053 1.255
H: -0.885 3.465 0.259
H: 2.513 1.496 -0.261
H: -1.143 2.262 2.567
H: -1.268 -0.030 -0.917

Output
lowest unoccupied orbital energy	0.42	eV
HOMO-LUMO gap	8.2	eV

The least stable of them is i).

i) One molecule with the formula C2H4N2O2S. Source: OMol25; level of theory: wB97M-V/def2-TZVPD.

CARTESIAN COORDINATES (ANGSTROEM)
S: -2.821 0.329 0.118
O: -4.111 0.160 -0.488
O: -1.826 -0.610 -0.643
N: -0.097 1.064 0.767
N: -0.503 -0.788 -0.621
C: 0.294 0.045 0.059
C: 1.816 -0.311 -0.181
H: 0.741 1.503 1.287
H: 2.401 0.381 -0.580
H: 2.008 -1.324 -0.610
H: 2.097 -0.449 0.892

Output
lowest unoccupied orbital energy (alpha / beta)	-1.85 / -1.12	eV
HOMO-LUMO gap (alpha / beta)	6.9 / 8.5	eV

ii) A 2-piece molecular cluster, C2H4N2O2S overall. Source: OMol25; level of theory: wB97M-V/def2-TZVPD.

CARTESIAN COORDINATES (ANGSTROEM)
S: 0.871 1.245 -0.179
O: 1.281 -1.368 -0.290
O: -2.626 -0.500 0.109
N: -1.620 0.697 0.112
N: -0.054 -1.239 -0.035
C: 1.936 -0.279 0.438
C: -0.422 -0.048 -0.113
H: -1.619 1.234 1.035
H: -3.481 0.063 -0.769
H: 1.683 -0.359 1.527
H: 2.882 -0.161 0.021

Output
lowest unoccupied orbital energy	0.03	eV
HOMO-LUMO gap	9.3	eV

The least stable of them is ii).

i) A 2-piece molecular cluster, CH7N2O overall. Source: OMol25; level of theory: wB97M-V/def2-TZVPD.

CARTESIAN COORDINATES (ANGSTROEM)
O: -1.876 1.576 1.003
N: 0.276 0.354 -0.573
N: 1.597 -1.506 -0.205
C: 0.486 -0.831 -0.091
H: 1.686 -2.445 0.143
H: -2.060 2.508 0.838
H: -2.614 1.093 0.614
H: 0.984 0.851 -1.098
H: -0.595 0.856 -0.422
H: -0.318 -1.322 0.420
H: 2.435 -1.134 -0.629

Output
charge	+1
lowest unoccupied orbital energy	-3.52	eV
HOMO-LUMO gap	12.4	eV

ii) A 2-piece molecular cluster, CH7N2O overall. Source: OMol25; level of theory: wB97M-V/def2-TZVPD.

CARTESIAN COORDINATES (ANGSTROEM)
O: 0.712 2.349 2.113
N: -1.112 -1.774 -1.162
N: 0.678 -0.582 -0.272
C: -0.498 -0.668 -0.827
H: -1.983 -1.716 -1.670
H: -0.975 0.280 -1.034
H: 1.269 -1.387 -0.135
H: -0.631 -2.660 -1.179
H: 1.403 2.735 1.562
H: 0.235 3.119 2.444
H: 0.902 0.303 0.160

Output
charge	+1
lowest unoccupied orbital energy	-3.86	eV
HOMO-LUMO gap	11.1	eV

The least stable of them is ii).

i) A 3-piece molecular cluster, C6H14O2 overall. Source: OMol25; level of theory: wB97M-V/def2-TZVPD.

CARTESIAN COORDINATES (ANGSTROEM)
O: -1.469 -2.630 0.278
O: 0.807 -1.654 1.941
C: 1.433 0.360 -0.770
C: 0.577 2.476 0.257
C: 1.314 -0.106 -2.214
C: 0.368 1.255 -0.223
C: -1.020 0.734 -0.203
C: -1.955 1.054 0.690
H: 2.428 0.774 -0.625
H: -0.013 -1.170 2.044
H: -1.354 0.035 -0.969
H: 1.500 0.725 -2.889
H: -0.234 3.156 0.491
H: 0.648 -2.565 1.690
H: -1.122 -2.816 -0.608
H: -1.900 -1.806 0.034
H: 1.310 -0.520 -0.144
H: -1.674 1.672 1.533
H: 2.061 -0.866 -2.456
H: 0.352 -0.547 -2.466
H: 1.517 3.006 0.403
H: -2.886 0.520 0.706

Output
SMILES string	C=CC(=C)CC.O.O
lowest unoccupied orbital energy	0.59	eV
HOMO-LUMO gap	9.6	eV

ii) A 3-piece molecular cluster, C6H14O2 overall. Source: OMol25; level of theory: wB97M-V/def2-TZVPD.

CARTESIAN COORDINATES (ANGSTROEM)
O: -0.362 -2.053 -1.881
O: -2.061 -1.506 -0.501
C: 1.306 -0.229 1.762
C: -1.615 1.077 0.433
C: -0.985 -2.069 -0.693
C: 0.932 -0.428 0.295
C: 1.652 0.552 -0.624
C: -1.563 2.110 -0.402
H: -1.673 1.247 1.500
H: -0.262 0.023 0.282
H: 1.275 -1.424 0.018
H: -0.785 -1.396 -2.452
H: -1.992 0.025 0.045
H: 0.792 -0.952 2.396
H: 2.734 0.490 -0.496
H: 1.334 1.574 -0.416
H: 2.380 -0.365 1.914
H: 1.426 0.334 -1.668
H: 1.036 0.774 2.093
H: -1.597 1.975 -1.474
H: -1.369 3.120 -0.068
H: -0.603 -2.878 -0.062

Output
SMILES string	O=CO.C=C.CCC
lowest unoccupied orbital energy	0.78	eV
HOMO-LUMO gap	10.0	eV

The least stable of them is ii).